Molecular formula: C12H28N2O4S
Method: DFT, ωB97M-V/def2-TZVPD

charge	0
HOMO level	-8.900	eV
energy	-34899.910	eV
E_LUMO	0.56	eV
2S+1	1
gap between HOMO and LUMO	9.5	eV
energy above the lowest of the compared OMol25 structures with the same formula, charge and spin	227.33	kJ/mol

Geometry as XYZ:
```
47
C12H28N2O4S ωB97M-V/def2-TZVPD
H 1.999 -0.612 -0.446
C 0.510 -3.182 -1.999
O -0.859 -0.043 2.791
H -1.237 -5.136 -1.243
H 4.243 0.519 -1.009
C 2.042 0.529 -0.566
C -1.532 4.831 -0.128
N 1.690 0.213 2.758
O 0.197 1.773 3.680
H -2.495 -4.902 -2.459
H 1.646 0.823 -1.603
H -2.304 -3.725 -1.173
C 2.637 1.367 2.595
H -0.524 2.618 1.352
H -1.241 5.119 0.950
H 2.049 -0.310 3.581
O -2.336 1.407 1.521
H -0.618 5.044 -0.784
H -1.585 -1.779 -2.626
C -1.753 -4.384 -1.847
H 3.115 1.610 3.613
H 0.138 -3.317 0.500
H -0.622 0.540 0.701
C -1.661 2.661 1.262
N -1.464 -2.488 -3.350
C 3.541 1.104 -0.311
C -0.201 -2.347 0.125
S 4.036 0.903 1.465
H 1.240 -2.874 -2.754
H -1.291 -2.312 0.089
H -2.066 3.424 2.025
H -3.033 3.111 -0.551
H 2.159 2.311 2.178
H 0.130 -1.574 0.821
O 0.337 -2.050 -1.152
H 0.966 -4.012 -1.448
H -1.198 2.758 -0.908
C 0.335 0.661 3.097
H 1.376 1.059 0.192
H 3.487 2.211 -0.627
H -0.466 -4.312 -3.534
H -0.836 -2.044 -4.018
C -1.961 3.264 -0.212
H -2.429 5.451 -0.444
C -1.403 0.317 1.498
C -0.770 -3.627 -2.736
H -1.988 -0.599 1.132
```

***

Molecular formula: C5H6O2
Method: DFT, ωB97M-V/def2-TZVPD

charge	0
HOMO level	-9.417	eV
energy	-9373.069	eV
E_LUMO	0.93	eV
2S+1	1
gap between HOMO and LUMO	10.3	eV
energy above the lowest of the compared OMol25 structures with the same formula, charge and spin	388.48	kJ/mol

Geometry as XYZ:
```
13
C5H6O2 ωB97M-V/def2-TZVPD
C -1.341 -0.317 0.737
O 1.435 1.994 0.436
C 0.812 0.993 0.171
C -0.662 0.864 -0.041
H -0.341 -1.201 0.845
H -1.206 1.760 -0.345
C 1.464 -0.375 -0.094
C -0.962 -0.454 -0.649
O 0.427 -1.314 -0.382
H 2.063 -0.703 0.765
H 2.129 -0.302 -0.960
H -1.436 -0.756 -1.574
H -2.382 -0.189 1.090
```

***

Molecular formula: C41H31N2P2PtS7
Method: DFT, ωB97M-V/def2-TZVPD

charge	+1
HOMO level	-10.007	eV
energy	-143667.994	eV
E_LUMO	-4.07	eV
2S+1	1
gap between HOMO and LUMO	5.9	eV
energy above the lowest of the compared OMol25 structures with the same formula, charge and spin	155.19	kJ/mol

Geometry as XYZ:
```
84
C41H31N2P2PtS7 ωB97M-V/def2-TZVPD
H -5.196 -3.263 0.647
H -1.606 5.592 0.803
C -4.033 -2.075 3.671
C -2.791 4.390 -2.358
H -2.201 5.026 -3.005
H -4.895 2.131 -0.034
S -0.071 0.305 2.970
H -3.318 4.617 4.608
C -0.559 -5.419 1.150
P -2.630 0.579 -0.992
C -4.667 4.090 -0.878
C -3.907 4.902 -1.708
H -7.162 -2.807 -0.787
C -5.317 -1.551 3.576
N 1.554 -1.128 0.840
H 4.480 -2.236 3.071
C -2.506 5.252 2.721
C -5.264 -0.132 -1.620
C 2.015 -1.331 -3.223
C -4.308 2.765 -0.686
S 1.372 -2.455 -2.062
C 0.490 -3.265 1.040
C 2.507 -0.274 1.155
H -2.927 2.219 4.171
C -2.070 2.559 2.227
H -2.254 -3.192 -0.737
H -4.186 5.938 -1.849
H 1.522 -5.994 2.814
C -5.514 -0.291 3.032
C -2.948 -1.344 3.211
C 1.559 -4.993 2.405
H -2.359 -5.570 -0.008
C -4.151 -0.397 -0.820
C 3.646 -1.915 2.459
C -2.871 4.306 3.673
H 4.353 0.088 2.191
H -1.213 3.188 0.367
H -5.279 0.738 -2.264
H 0.789 -3.821 -3.941
C -3.192 2.249 -1.343
H -0.601 -2.837 -3.396
C -3.143 -0.083 2.652
C -4.431 0.440 2.563
C -1.519 0.438 0.269
H -4.585 1.428 2.148
C -1.908 4.854 1.535
C 1.571 -2.379 1.353
C -6.321 -2.126 -0.789
H -7.220 -0.789 -2.201
C -1.546 -4.941 0.325
H -5.541 4.487 -0.378
C 3.586 -0.639 1.966
H -3.875 -3.053 4.108
C 0.492 -4.568 1.542
C -1.487 -3.606 -0.094
C 2.575 -4.158 2.700
H -2.680 6.303 2.913
C 3.413 -0.392 -5.207
H -1.939 -1.732 3.291
S 2.824 -1.933 -4.654
S 4.295 -0.204 -6.550
C -1.684 3.507 1.288
C -5.216 -2.387 0.011
H 2.417 0.726 0.761
C 2.050 -0.019 -2.993
S -1.521 -0.272 -2.468
N -0.499 -2.805 0.249
C -2.650 2.960 3.431
C 2.610 -2.822 2.171
P -1.700 0.804 1.979
H -0.565 -6.444 1.499
C -4.130 -1.527 -0.012
H 3.381 -4.474 3.349
C -2.429 3.064 -2.178
H -0.078 -4.273 -2.458
S 1.320 0.882 -1.696
C 0.247 -3.441 -3.079
H -1.559 2.657 -2.680
S 2.938 0.929 -4.167
H -6.164 -2.123 3.933
H -6.511 0.127 2.973
C -6.349 -0.996 -1.594
Pt -0.012 -0.699 -0.543
H -3.264 -1.714 0.605
```

***

Molecular formula: C19H15NPtS4
Method: DFT, ωB97M-V/def2-TZVPD

charge	0
HOMO level	-7.043	eV
energy	-68025.906	eV
E_LUMO	-0.20	eV
2S+1	1
gap between HOMO and LUMO	6.8	eV
energy above the lowest of the compared OMol25 structures with the same formula, charge and spin	1.40	kJ/mol

Geometry as XYZ:
```
40
C19H15NPtS4 ωB97M-V/def2-TZVPD
C -1.165 -1.863 -2.412
H 1.671 -0.894 -1.479
H 1.152 -0.786 -3.187
Pt 0.409 1.107 0.165
C 3.650 1.584 -2.916
H -3.046 -2.898 -2.491
C -2.063 -2.239 4.248
H 3.248 1.310 -3.884
H 5.667 1.778 -3.612
H 5.016 2.631 0.538
S 2.230 2.281 0.846
C -3.218 -0.342 3.373
C 2.801 1.662 -1.817
S 0.644 -0.318 2.027
N -1.031 -0.110 -0.813
H 6.531 2.447 -1.387
H -3.152 1.707 -0.402
S -2.135 1.508 1.689
C -0.466 -0.852 -1.779
C -3.019 0.848 0.263
C -3.228 -1.483 4.151
C -0.920 -1.855 3.576
C -3.078 -1.251 -1.117
H -0.019 -2.448 3.660
C 4.998 1.855 -2.766
H -2.046 -3.134 4.857
C -2.073 0.045 2.677
C 0.941 -0.467 -2.167
C 4.629 2.338 -0.430
H -4.121 -1.357 -0.855
C -2.481 -2.096 -2.036
C 3.265 2.059 -0.552
H -4.122 -1.774 4.685
S 1.071 1.374 -2.043
C -0.891 -0.703 2.774
C -2.335 -0.227 -0.545
C 5.478 2.232 -1.516
H -4.102 0.280 3.300
H -0.684 -2.452 -3.180
H -4.009 0.502 0.559
```

***

Molecular formula: C4H9N2O2S
Method: DFT, ωB97M-V/def2-TZVPD

charge	+1
HOMO level	-13.407	eV
energy	-22191.733	eV
E_LUMO	-4.98	eV
2S+1	1
gap between HOMO and LUMO	8.4	eV
energy above the lowest of the compared OMol25 structures with the same formula, charge and spin	495.10	kJ/mol

Geometry as XYZ:
```
18
C4H9N2O2S ωB97M-V/def2-TZVPD
H 0.163 2.358 -2.056
C -2.047 -1.368 -0.672
C 0.281 -0.972 -0.609
O 1.702 0.825 1.101
N -1.143 -0.481 -0.767
H 0.952 -0.266 -1.026
H -0.204 3.308 -0.530
N 1.234 -0.371 1.670
O 1.267 -0.441 2.893
C -0.027 2.270 -0.895
H 0.343 -2.023 -1.171
H 0.793 1.755 -0.337
H 0.174 -1.973 1.433
H -3.141 -1.341 -0.717
H 2.190 1.086 1.966
C 0.611 -1.152 0.839
S -1.469 1.193 -0.576
H -1.678 -2.406 -0.546
```

***

Molecular formula: C6H12O
Method: DFT, ωB97M-V/def2-TZVPD

charge	0
HOMO level	-8.266	eV
energy	-8460.493	eV
E_LUMO	0.76	eV
2S+1	1
gap between HOMO and LUMO	9.0	eV
energy above the lowest of the compared OMol25 structures with the same formula, charge and spin	372.56	kJ/mol

Geometry as XYZ:
```
19
C6H12O ωB97M-V/def2-TZVPD
O 1.419 -1.691 1.034
H -0.421 0.917 -2.153
H 1.745 -1.019 1.646
H -1.319 3.127 0.726
C 0.312 -1.146 0.336
H -1.148 1.481 1.370
C -0.589 2.324 0.927
C 0.750 0.058 -0.499
H -0.464 -0.818 1.049
H 0.527 -2.612 -1.219
C 0.024 2.140 -0.418
H -0.529 -3.116 0.113
C -0.244 -2.271 -0.519
H -1.119 -1.945 -1.089
C -0.443 0.898 -1.061
H -1.402 0.481 -0.710
H 0.108 2.750 1.657
H 1.391 0.703 0.128
H 1.402 -0.260 -1.317
```

***

Molecular formula: C36H30ClCrN7OS2
Method: DFT, ωB97M-V/def2-TZVPD

charge	+1
HOMO level (alpha / beta)	-10.464 / -10.441	eV
energy	-112907.820	eV
E_LUMO (alpha / beta)	-3.34 / -3.35	eV
2S+1	2
gap between HOMO and LUMO (alpha / beta)	7.1 / 7.1	eV
energy above the lowest of the compared OMol25 structures with the same formula, charge and spin	29.36	kJ/mol

Geometry as XYZ:
```
78
C36H30ClCrN7OS2 ωB97M-V/def2-TZVPD
H -2.864 1.324 -0.921
Cr -0.298 -0.178 0.038
N 0.032 2.266 -2.220
C 0.133 3.574 -2.020
H -1.491 -2.115 -4.635
C 3.811 1.056 -2.006
C -1.834 -1.984 -3.617
H 1.605 -4.154 0.155
H 3.694 -1.993 -3.408
S 6.014 -1.259 -4.511
Cl 5.702 -3.325 2.639
C 5.480 0.028 -3.638
C -3.046 3.377 -3.913
H -0.183 -0.739 -3.039
C 4.216 -0.008 -2.807
H 5.834 1.998 -3.106
H -3.612 -3.179 -3.827
H -1.136 5.336 -2.585
C -3.012 -2.572 -3.159
H 4.396 1.961 -1.901
C -0.379 4.594 2.321
C 2.241 -1.134 -2.080
H 3.798 -4.795 1.112
C -2.856 -1.345 0.405
N -1.122 2.139 -2.918
C 1.685 -2.140 0.868
O 0.540 -1.837 0.284
C 3.405 -1.131 -2.822
H -2.720 5.142 1.012
C -1.898 -0.706 1.146
N -1.231 1.658 0.250
C -2.614 -1.611 -1.006
C 1.206 2.803 2.679
C -1.750 3.306 -3.169
C 3.408 -3.792 1.252
H 4.241 -0.892 2.775
H 1.608 -2.017 -2.062
C 3.672 -1.608 2.187
C -1.103 -1.228 -2.735
H 2.296 1.790 -0.675
C 2.195 -3.440 0.719
H 1.339 3.826 -0.241
N 0.912 0.658 1.408
C -2.307 4.160 0.806
H 2.072 2.452 3.227
H 6.986 1.262 -4.159
N 1.830 -0.101 -1.342
H 1.143 5.275 -1.228
C -2.362 -0.479 2.480
H -3.901 3.537 -0.471
C -3.407 -2.382 -1.852
C -1.088 3.776 1.414
C -2.372 2.034 -0.266
C 1.276 4.194 -1.272
H -2.923 3.097 -4.960
H 2.228 3.991 -1.766
H 2.607 0.684 2.559
C 0.565 2.002 1.776
N 6.143 1.193 -3.617
C 0.740 4.113 2.935
S -4.294 -1.669 1.292
H 1.280 4.732 3.641
C -3.621 -0.956 2.691
H -1.421 1.225 -3.206
C 1.977 0.107 1.887
C 4.160 -2.862 1.988
C 2.624 0.967 -1.301
H -3.791 2.708 -3.473
C -0.962 4.268 -2.594
C 2.429 -1.222 1.630
H -1.782 -0.003 3.264
C -0.593 2.498 1.127
N -1.479 -1.032 -1.458
H -3.441 4.391 -3.880
C -2.952 3.289 -0.011
H -4.201 -0.927 3.605
H -4.313 -2.834 -1.465
H -0.746 5.592 2.533
```

***

Molecular formula: C21H37F5O10S2
Method: DFT, ωB97M-V/def2-TZVPD

charge	0
HOMO level	-9.199	eV
energy	-78106.399	eV
E_LUMO	0.13	eV
2S+1	1
gap between HOMO and LUMO	9.3	eV

Geometry as XYZ:
```
75
C21H37F5O10S2 ωB97M-V/def2-TZVPD
C 1.269 1.204 3.565
H -2.081 2.475 1.280
H 1.118 -2.495 -6.602
H -0.931 -5.224 0.959
C 0.105 2.573 -5.133
H -0.137 1.601 -4.689
H -6.804 1.189 6.125
H 2.170 2.440 -3.304
H -4.212 1.249 6.972
C -0.004 -4.968 0.448
O 0.373 1.480 2.531
H -0.485 2.694 -6.042
H 2.073 1.777 -5.662
H 2.195 -5.119 -3.933
H 0.805 4.263 -2.563
C 0.353 -3.486 0.532
H 0.800 -5.572 0.875
H 1.791 3.447 -6.159
F 0.268 0.399 5.844
H -5.542 0.683 4.996
H 3.034 3.774 -4.075
H 1.276 -2.336 -1.098
F 3.696 -0.015 1.115
F 3.568 1.026 4.021
C 1.817 -3.329 -6.728
C -4.806 2.037 6.511
H 0.172 -6.210 -1.343
C 2.925 -0.284 2.190
O -0.254 3.599 -4.204
H -6.524 2.458 3.710
C 1.392 -4.535 -5.902
H 3.754 -2.888 -4.272
H -3.497 3.733 6.052
C -3.995 2.900 5.554
C 2.079 3.254 -4.027
C 2.052 -4.240 -4.556
C -0.765 2.104 2.926
F 2.937 2.099 2.234
H -6.902 3.405 5.161
O 0.769 4.433 1.744
C -6.171 2.729 4.706
F 1.749 -0.790 1.760
C -5.912 1.519 5.594
C 0.929 4.171 -3.642
H 2.324 -3.574 -0.383
H -1.080 -4.957 -1.441
H 4.132 -4.365 -5.178
O 3.096 -2.932 -6.229
H 1.452 -3.527 -3.994
O 0.329 2.876 -0.126
H -3.246 2.312 5.024
H 0.311 -4.648 -5.844
H 0.819 -3.201 1.472
H -0.542 -2.875 0.397
H 1.330 2.046 4.250
S 0.792 -0.270 4.554
O 0.859 -4.291 -1.642
C 2.687 1.017 2.993
H 1.808 -5.450 -6.332
C 1.602 2.713 -5.372
O 1.963 -0.992 4.910
O -4.923 3.417 4.590
H -5.235 2.651 7.305
C -0.082 -5.189 -1.053
H 1.903 -3.549 -7.793
C 1.292 -3.335 -0.662
H 3.429 -1.025 2.800
S -0.158 3.787 0.861
O -1.271 1.933 3.994
C 3.364 -3.606 -4.995
H -1.899 3.810 2.451
C -1.391 3.021 1.915
O -0.287 -0.924 3.907
H -0.887 4.730 0.213
H 1.064 5.174 -4.066
```

***

Molecular formula: C3H2FO2Zn
Method: DFT, ωB97M-V/def2-TZVPD

charge	-1
HOMO level	-2.581	eV
energy	-58371.592	eV
E_LUMO	3.43	eV
2S+1	1
gap between HOMO and LUMO	6.0	eV

Geometry as XYZ:
```
9
C3H2FO2Zn ωB97M-V/def2-TZVPD
C -0.788 0.136 0.441
Zn -1.103 -2.639 -0.131
O 1.099 1.554 -1.649
H -1.550 0.207 1.223
H 1.325 0.376 1.257
C 0.445 1.054 -0.790
F 0.893 -1.786 -0.002
O -0.937 0.881 -0.796
C 0.616 0.217 0.447
```

***

Molecular formula: C12H17N
Method: DFT, ωB97M-V/def2-TZVPD

charge	0
HOMO level	-8.031	eV
energy	-14207.402	eV
E_LUMO	0.89	eV
2S+1	1
gap between HOMO and LUMO	8.9	eV
energy above the lowest of the compared OMol25 structures with the same formula, charge and spin	283.26	kJ/mol

Geometry as XYZ:
```
30
C12H17N ωB97M-V/def2-TZVPD
H 2.010 0.898 2.834
N 1.093 1.351 0.927
C 1.162 0.765 2.262
C 2.190 -0.636 -1.518
C -0.110 0.959 0.315
C -0.029 0.104 2.532
H -1.244 -0.357 4.185
C -0.796 0.224 1.305
C -1.951 -0.352 0.685
H -2.343 -1.047 1.424
H 1.838 -0.497 -0.464
H 0.554 -0.644 4.428
H -0.424 -1.784 3.369
H 0.187 -1.541 -1.630
H 0.633 0.293 -3.492
H -2.995 -1.148 -1.027
H -1.995 0.839 -2.605
C 1.103 -1.485 -2.204
C 0.735 -0.835 -3.529
C -2.247 -0.269 -0.665
H 1.925 1.416 0.537
H 2.359 0.326 -1.862
H 1.510 -2.502 -2.355
C -0.294 -0.671 3.699
H 1.535 -1.096 -4.175
H 0.318 1.866 -1.584
H -0.358 -1.119 -3.881
C -1.618 0.547 -1.616
H 3.163 -1.047 -1.585
C -0.533 1.263 -1.035
```

***

Molecular formula: C5H8N
Method: DFT, ωB97M-V/def2-TZVPD

charge	+1
HOMO level	-14.204	eV
energy	-6794.181	eV
E_LUMO	-3.78	eV
2S+1	1
gap between HOMO and LUMO	10.4	eV
energy above the lowest of the compared OMol25 structures with the same formula, charge and spin	377.00	kJ/mol

Geometry as XYZ:
```
14
C5H8N ωB97M-V/def2-TZVPD
C 0.099 0.012 0.072
H -0.828 1.829 0.808
C 1.485 -0.032 -0.190
H 0.376 2.252 -0.332
C -0.899 -1.044 -0.531
H 3.555 -0.230 -0.920
C 2.662 -0.142 -0.442
H -0.790 -2.078 -0.934
H -1.518 -0.423 1.645
H -0.102 -1.695 1.456
N -0.352 1.495 -0.012
H -1.138 1.565 -0.647
H -1.882 -0.660 -0.930
C -0.668 -0.849 0.957
```

***

Molecular formula: C3H8N2O2
Method: DFT, ωB97M-V/def2-TZVPD

charge	0
HOMO level (alpha / beta)	-8.382 / -8.381	eV
energy	-10311.804	eV
E_LUMO (alpha / beta)	0.76 / 0.76	eV
2S+1	1
gap between HOMO and LUMO (alpha / beta)	9.1 / 9.1	eV
energy above the lowest of the compared OMol25 structures with the same formula, charge and spin	496.71	kJ/mol

Geometry as XYZ:
```
15
C3H8N2O2 ωB97M-V/def2-TZVPD
H 2.321 -0.658 -1.354
O -4.065 0.006 -0.505
O -1.406 0.225 0.041
C -0.414 -0.462 -0.044
H 1.678 1.425 1.109
H -0.006 1.822 0.414
H 1.436 -1.853 -0.208
H -0.621 -1.494 -0.421
H 2.702 -0.494 0.383
N -3.372 -0.678 0.251
N 0.803 0.055 -0.116
H -3.651 -0.475 1.180
H 1.583 1.984 -0.579
C 1.081 1.403 0.240
C 1.931 -0.805 -0.391
```